Record 1
111
Properties=species:S:1:pos:R:3 method="wB97M-V/def2-TZVPD" relative_energy_kcal_mol=275.7 homo_ha=-0.163 total_charge=-1 homo_lumo_gap_ev=5.6 e_tot_ev=-90051.1685
C 2.26056 -0.21930 0.92660
O 1.43619 0.20134 -0.18182
O 2.78093 0.96947 1.49312
C 1.45075 -1.38727 1.75542
F 0.14588 -1.11964 1.98160
F 1.31867 -2.64261 1.30375
F 2.19087 -1.64658 2.87349
C 1.01887 -0.69549 -1.17806
C -0.11688 0.05532 -1.90123
H -0.91201 0.20910 -1.17169
H 0.12201 1.00577 -2.37836
H -0.47648 -0.60307 -2.69199
H 0.54245 -1.55760 -0.71126
H 1.72099 -1.18684 -1.85165
H 3.08669 -0.84525 0.58924
C -1.91426 -7.43983 5.60580
O -2.67480 -6.87281 4.83503
N -0.63142 -7.59063 5.61880
N -2.32682 -8.11638 6.66102
H -0.15785 -6.92750 5.02207
H -0.10266 -8.05749 6.34167
H -1.75221 -8.70975 7.24224
H -3.33484 -8.14598 6.71691
C -5.63018 -3.86183 -6.12357
O -4.65579 -3.95994 -6.94796
N -5.49455 -4.11144 -4.88084
N -6.75880 -3.30353 -6.38798
H -5.97673 -3.51729 -4.22161
H -4.65630 -4.53787 -4.51260
H -7.06176 -3.11935 -7.33370
H -7.47242 -3.48322 -5.69620
C -6.26433 4.19049 -2.57564
O -5.42117 4.99506 -2.84393
N -6.93271 4.23534 -1.43037
N -6.64604 3.23473 -3.27273
H -6.67109 5.06573 -0.91843
H -7.55470 3.47385 -1.19927
H -7.30336 2.60833 -2.83041
H -6.28951 3.08551 -4.20584
C 6.96127 2.09842 8.76932
O 7.86671 2.14324 9.59733
N 5.76620 1.57506 9.03657
N 7.02291 2.66511 7.54819
H 5.08889 1.72278 8.30204
H 5.51742 1.33019 9.98432
H 7.86043 3.15014 7.25943
H 6.33761 2.49909 6.82507
C -0.78951 -3.02753 10.39380
O -0.01514 -2.35319 10.99907
N -1.41908 -2.58713 9.32338
N -0.99072 -4.25854 10.50346
H -1.49689 -3.31672 8.62930
H -1.02394 -1.69668 9.05676
H -1.58684 -4.69663 9.81585
H -0.38791 -4.83844 11.06953
C -6.78162 -1.23096 1.52582
O -7.47543 -0.80677 0.69674
N -6.22938 -0.50370 2.40390
N -6.58442 -2.51948 1.50308
H -5.46627 -0.84408 2.97127
H -6.23277 0.46587 2.12098
H -6.01376 -3.05508 2.14150
H -7.29420 -3.00480 0.97321
C -1.16830 9.18372 -6.34506
O -0.28392 9.91392 -6.68274
N -2.37266 9.45552 -6.77892
N -1.07763 8.02313 -5.82353
H -3.03601 8.71669 -6.59400
H -2.61525 10.24791 -7.35631
H -0.18069 7.67946 -5.51128
H -1.90622 7.58116 -5.45178
C 10.41226 0.11294 -0.75023
O 11.57651 -0.10562 -0.94346
N 9.79100 0.04004 0.36982
N 9.61045 0.34370 -1.75504
H 8.84368 0.38081 0.45093
H 10.31832 -0.15488 1.20889
H 8.63741 0.61289 -1.72643
H 10.05117 0.35899 -2.66370
C 5.50024 5.64659 -2.55796
O 6.10094 6.43031 -3.26664
N 5.64803 5.64900 -1.27370
N 4.84197 4.64499 -2.93027
H 6.15248 6.42373 -0.86698
H 5.24923 4.98497 -0.62553
H 4.67359 4.57174 -3.92343
H 4.25195 4.17217 -2.26063
C -0.70261 -9.47702 -1.18297
O -1.42900 -10.26107 -0.62279
N -0.62615 -8.23197 -0.85715
N -0.09045 -9.75067 -2.23263
H -0.03977 -7.56199 -1.33399
H -0.96370 -8.01062 0.06868
H 0.49117 -9.06904 -2.69868
H 0.20285 -10.71474 -2.30079
C 0.91026 0.72703 -10.68892
O 1.23325 -0.45780 -10.59862
N 0.02040 1.25494 -9.89893
N 1.59214 1.58339 -11.38531
H -0.22025 2.22248 -10.06037
H -0.46621 0.57755 -9.32934
H 1.23818 2.52696 -11.45245
H 1.65257 1.03895 -12.23385
C -1.33744 5.38341 3.50177
O -2.17158 6.21675 3.58173
N -0.51780 5.06312 4.49589
N -0.99226 4.75905 2.44480
H -0.89047 5.21877 5.42162
H 0.24543 4.40329 4.44880
H -0.19667 4.13715 2.42602
H -1.47924 4.92649 1.57594

---

Record 2
92
Properties=species:S:1:pos:R:3 method="wB97M-V/def2-TZVPD" smiles="NC(N)=O.NC(N)=O.OCCO.OCCO.OCCO.OCCO.OCCO.OCCO.OCCO.O.O" relative_energy_kcal_mol=102.0 homo_ha=-0.345 homo_lumo_gap_ev=9.2 e_tot_ev=-60278.4826
C -2.41472 2.71791 4.31413
C -2.94458 1.23524 3.98692
O -2.09526 0.47287 3.15074
O -2.77291 3.59844 3.21233
H -1.34143 2.64870 4.49126
H -2.84012 3.07811 5.25082
H -3.90767 1.23666 3.47647
H -2.86125 0.66544 4.91239
H -1.98963 0.97232 2.33774
H -2.22051 3.39949 2.45281
C 1.49657 3.09376 -5.15939
C 1.25387 4.55584 -5.35110
O -0.01729 4.89191 -4.65679
O 0.40000 2.34648 -5.63373
H 1.51917 2.84056 -4.09944
H 2.48024 2.71502 -5.43697
H 1.17785 4.89523 -6.38411
H 2.19091 4.96288 -4.97115
H 0.14265 5.46427 -3.90284
H -0.37832 2.63503 -5.15147
C 3.44388 -3.68838 -0.13213
C 3.41461 -2.73243 -1.38122
O 2.20637 -2.02871 -1.38307
O 2.39092 -4.70112 -0.24079
H 3.27803 -2.99515 0.69250
H 4.45819 -4.08737 -0.14244
H 3.50562 -3.29759 -2.30881
H 4.10622 -1.89028 -1.35801
H 1.61315 -2.76047 -1.19811
H 2.72804 -5.46780 -0.71001
C 0.17114 0.52061 -1.88089
C -0.85456 0.20383 -0.72839
O -0.77845 -1.07713 -0.18448
O 1.44815 0.70381 -1.24868
H -0.04496 1.41679 -2.46250
H 0.35853 -0.26565 -2.61216
H -1.84651 0.29123 -1.17166
H -0.87825 0.97469 0.04189
H -0.03397 -1.06430 0.42148
H 1.98299 -0.07610 -1.41386
C -0.03064 -4.21097 2.38683
C -0.49160 -4.63887 3.82197
O -0.08092 -6.00716 4.15309
O 1.40551 -3.99858 2.28119
H -0.56352 -3.30131 2.10996
H -0.21849 -5.02130 1.68242
H -1.58147 -4.63647 3.83832
H -0.12722 -3.91831 4.55417
H -0.22304 -6.59570 3.40809
H 1.60959 -4.21418 1.36825
C -3.86920 -1.90866 1.37245
C -4.16375 -1.80709 -0.07750
O -3.23333 -2.46395 -0.91350
O -3.65113 -3.25642 1.83987
H -4.72765 -1.53324 1.92943
H -2.96257 -1.32391 1.52795
H -4.19070 -0.74551 -0.32328
H -5.19505 -2.09411 -0.28278
H -2.38157 -2.05260 -0.74946
H -3.38479 -3.12204 2.75235
C 2.97376 -0.24765 3.39516
C 1.87604 0.24345 2.41106
O 0.89001 -0.78240 2.16684
O 4.07778 -0.81512 2.70329
H 2.65540 -1.05594 4.05350
H 3.31941 0.62229 3.95358
H 2.32807 0.82226 1.60560
H 1.47226 1.12766 2.90422
H 0.84857 -1.20690 3.02689
H 4.69251 -0.11083 2.48493
C -2.70678 -0.63572 -3.96290
O -3.55464 -0.07019 -3.40818
N -1.80081 -1.35258 -3.30954
N -2.39058 -0.37836 -5.15778
H -1.96429 -1.51864 -2.32680
H -0.93924 -1.53996 -3.80218
H -1.56882 -0.89005 -5.44582
H -3.10884 0.09862 -5.68380
C 3.28497 4.15382 -0.79590
O 2.48333 4.59220 -1.57764
N 3.41200 2.91534 -0.56076
N 4.19145 4.86660 -0.24709
H 2.75162 2.29023 -1.00036
H 4.13310 2.59583 0.07014
H 4.08438 5.85724 -0.08189
H 4.89982 4.39899 0.30033
O -3.79691 2.27538 0.17841
H -4.15922 1.95845 -0.64895
H -4.52473 2.73266 0.59961
O -0.79741 3.08211 1.49980
H 0.00681 3.31270 1.96487
H -0.55419 3.10425 0.57428